No. 1
This record from OMol25 describes C44H38N6O7TeTi as an isolated structure in a non-equilibrium geometry. The level of theory is ωB97M-V/def2-TZVPD.

Geometry as XYZ:
```
97
Properties=species:S:1:pos:R:3
Te -1.05 -0.24 0.08
Ti 2.15 0.67 -0.79
O 2.06 3.62 2.50
O -0.33 1.69 -3.86
O 2.61 -2.13 -3.25
O 4.68 -2.19 3.11
O 3.00 2.24 1.00
O 1.76 0.03 1.05
O 1.25 0.87 -2.57
N 3.85 -0.88 0.96
N 3.98 -0.19 -3.78
N 1.73 -1.16 -1.27
N 3.65 1.93 -1.73
N 0.86 2.29 -0.55
N 3.93 -0.06 -0.12
C -3.22 -0.23 -3.68
C 4.48 3.48 -3.34
C -0.97 -5.38 -2.22
C 0.76 -2.11 4.45
C -4.08 1.66 -2.49
C 3.07 -2.74 4.72
C 3.40 -2.14 3.50
C 0.53 -3.90 -3.38
C -3.52 -1.43 1.47
C 5.76 2.98 -3.19
C 2.09 2.96 1.35
C 0.14 -3.63 -1.01
C 3.46 2.93 -2.59
C -3.65 -2.34 0.27
C -0.69 3.78 -1.66
C 2.39 -1.49 2.77
C 5.03 0.37 -0.60
C -3.44 2.21 -0.13
C 0.77 -3.22 -2.18
C -2.51 -0.47 1.61
C -4.47 -1.54 2.48
C 1.69 -2.06 -2.11
C -5.50 -0.89 4.68
C 0.95 3.21 0.44
C -2.41 -0.53 -2.59
C -1.37 1.36 3.03
C -0.70 4.61 -0.57
C -4.05 0.88 -3.63
C -3.30 1.37 -1.37
C 5.98 1.96 -2.27
C 1.07 -1.50 3.26
C -0.34 -4.98 -3.39
C 4.90 1.45 -1.59
C 0.16 4.32 0.50
C 1.78 -2.73 5.19
C 3.32 -1.09 -3.51
C -2.44 0.26 -1.44
C 2.66 -0.77 1.53
C -4.45 -0.75 3.62
C 0.10 2.63 -1.64
C -2.44 0.32 2.77
C 0.32 1.70 -2.72
C -0.73 -4.71 -1.03
C -3.42 0.17 3.75
H -5.26 -2.28 2.36
H -6.29 -1.57 4.37
H 3.87 -3.22 5.27
H 5.99 0.02 -0.24
H -2.68 -2.52 -0.20
H 2.86 3.42 3.01
H -1.75 -1.38 -2.64
H -3.20 -0.86 -4.56
H 4.26 4.27 -4.04
H -0.26 -2.12 4.81
H 0.30 -1.01 2.68
H 0.25 4.99 1.35
H 0.35 -3.10 -0.09
H -0.84 1.14 3.96
H -2.50 2.25 0.43
H -1.81 2.36 3.13
H -1.26 4.02 -2.55
H -5.95 0.07 4.91
H -0.63 1.39 2.23
H 6.97 1.55 -2.12
H 1.00 -3.57 -4.30
H 6.58 3.38 -3.78
H -0.53 -5.50 -4.32
H -4.30 -1.89 -0.48
H 1.55 -3.21 6.13
H -4.08 -3.29 0.57
H -3.76 3.23 -0.38
H 4.76 -1.77 2.24
H -3.37 0.79 4.64
H -4.74 2.53 -2.45
H -1.32 5.49 -0.56
H -1.22 -5.02 -0.12
H -4.19 1.78 0.54
H -1.14 2.22 -3.82
H -4.68 1.13 -4.48
H 2.45 3.31 -2.67
H -5.07 -1.28 5.61
H -1.63 -6.24 -2.23
```

Output
E ... -99923.81324 eV
Charge ... +1
Multiplicity ... 2
Frontier orbital gap (spin up / spin down) ... 0.210 / 0.210 Ha

***

No. 2
This record from OMol25 describes C44H39BrN10O6S2V as an isolated structure. The level of theory is ωB97M-V/def2-TZVPD.

Geometry as XYZ:
```
103
Properties=species:S:1:pos:R:3
Br -5.91 2.84 3.61
V -0.20 -0.21 -0.99
S -1.02 0.77 -6.72
S -2.17 -3.96 -2.73
O -1.24 0.09 0.98
O -3.56 0.17 -0.26
O 0.20 -2.20 -0.25
O -0.32 -2.12 1.92
O 4.46 -6.11 2.26
O 3.11 -5.37 3.97
N 1.11 -0.34 -2.61
N -2.69 -2.64 -0.45
N 1.53 0.25 0.26
N 3.61 0.14 0.96
N -0.44 2.16 4.33
N -1.82 -1.45 -2.31
N -0.13 0.02 3.80
N -1.02 2.90 -5.03
N -0.05 1.86 -1.50
N -1.37 0.73 -4.18
C 1.83 -1.20 -3.34
C -1.67 -2.98 -4.04
C -2.31 0.65 1.64
C -2.66 5.55 -2.86
C 2.05 -0.36 5.02
C -4.80 0.12 -0.95
C -2.21 -2.56 -1.73
C 2.68 -4.84 2.78
C 1.70 1.13 1.31
C -3.25 1.85 3.50
C 0.92 2.03 -2.33
C -3.72 4.78 -3.29
C 3.50 -5.28 1.76
C 0.37 -2.55 0.94
C 1.45 -3.54 1.24
C -1.39 -0.58 -4.61
C 2.98 1.07 1.76
C 2.96 0.33 5.79
C 0.74 1.71 4.90
C -4.44 1.95 2.81
C -1.59 -1.68 -3.66
C -0.63 3.03 -0.86
C -1.25 -0.75 -5.95
C -2.18 1.19 2.91
C 1.65 -3.96 2.57
C -1.72 3.66 -1.69
C -3.78 3.44 -2.93
C 2.75 -0.53 -4.16
C -1.66 4.99 -2.07
C 0.94 0.36 4.59
C 3.32 -4.87 0.46
C -0.91 1.13 3.67
C -3.54 0.75 0.96
C 2.78 1.69 6.12
C -4.61 1.40 1.55
C -1.17 1.54 -5.17
C 4.11 -6.33 3.63
C 1.55 0.92 -2.95
C -2.79 2.88 -2.14
C 4.98 -0.31 1.08
C 2.57 0.83 -3.91
C 1.68 2.39 5.68
C 2.27 -3.99 0.22
C 2.70 -0.32 0.08
H -1.04 2.72 0.10
H -2.50 -1.82 0.10
H -4.60 2.82 -3.28
H -4.49 5.21 -3.91
H 0.15 3.78 -0.65
H -4.59 -0.39 -1.89
H 5.64 0.54 1.23
H -0.91 -0.77 1.42
H 3.70 -7.34 3.74
H 1.01 -3.61 3.36
H 2.19 -1.40 4.76
H -1.27 -1.66 -6.52
H 3.09 1.66 -4.37
H 3.43 -0.99 -4.85
H 1.53 3.43 5.93
H -1.42 3.24 -4.16
H 5.27 -0.82 0.16
H 1.29 3.04 -2.55
H 3.97 -5.23 -0.34
H 5.09 -1.00 1.92
H -3.13 2.29 4.48
H 3.48 1.57 2.56
H -2.50 -3.50 0.03
H 4.98 -6.18 4.25
H -0.28 -0.89 3.38
H -5.56 1.48 1.04
H -1.30 3.45 -5.82
H -0.83 5.60 -1.74
H -5.54 -0.45 -0.38
H 1.66 -2.27 -3.25
H 3.53 2.18 6.73
H -1.50 -3.39 -5.02
H 2.92 -1.04 -0.69
H 3.84 -0.19 6.16
H 0.88 1.74 1.67
H 2.07 -3.63 -0.79
H -2.80 1.83 -1.89
H -5.18 1.12 -1.16
H -2.60 6.60 -3.14
```

Output
E ... -190852.89723 eV
Multiplicity ... 4
Frontier orbital gap (spin up / spin down) ... 0.261 / 0.283 Ha

***

No. 3
This record from OMol25 describes C44H39GeN10O4S2Ti as an isolated structure in a non-equilibrium geometry. The level of theory is ωB97M-V/def2-TZVPD.

Geometry as XYZ:
```
101
Properties=species:S:1:pos:R:3
Ge -0.23 -1.85 3.85
Ti 0.62 0.80 -1.27
S 3.02 0.32 -3.94
S -1.44 2.31 -2.64
O 0.52 1.06 0.63
O -2.80 1.94 -2.38
O 0.67 1.67 2.76
O -0.68 2.88 -1.52
N -0.81 -0.81 -0.93
N 3.20 -0.86 -1.45
N -1.89 0.38 -4.79
N 2.20 2.18 -1.25
N -0.98 5.73 -7.43
N 2.72 6.16 -3.88
N -0.47 1.08 -3.03
N 1.79 -0.79 -1.40
N -0.15 -1.00 -3.99
N 5.14 -0.36 -2.45
C -2.35 3.28 -5.05
C 3.80 4.44 -1.02
C -3.06 1.15 3.13
C 1.20 -1.97 -1.28
C 0.92 0.89 1.86
C -3.01 0.88 5.52
C -0.86 -4.72 4.29
C 2.18 3.13 -2.19
C -2.21 4.07 -6.17
C 3.05 2.31 -0.25
C -1.55 -0.46 4.12
C -2.09 0.17 3.00
C 2.29 -1.22 7.21
C -0.46 -1.90 -4.90
C 2.94 4.29 -2.09
C -0.48 4.42 -4.04
C -0.34 5.21 -5.16
C -1.47 3.44 -3.98
C 1.23 -1.12 6.31
C 2.81 5.33 -3.10
C 0.75 -1.60 2.19
C -1.56 -5.90 4.07
C 1.10 -2.02 5.25
C -1.18 5.02 -6.26
C -2.03 -0.10 5.38
C -2.19 -0.54 -5.69
C -0.86 0.12 -3.98
C 3.14 -3.11 6.01
C -1.49 -1.72 -5.81
C -2.65 -5.90 3.21
C 3.24 -2.21 7.06
C 2.08 -3.01 5.11
C -2.26 -3.18 -0.71
C -3.52 1.51 4.39
C -0.19 -2.02 -1.07
C -2.90 -1.92 -0.59
C 1.69 -0.38 2.12
C 3.74 -0.33 -2.50
C -3.04 -4.73 2.58
C -2.33 -3.55 2.80
C -2.14 -0.79 -0.69
C 3.88 3.42 -0.10
C -1.22 -3.53 3.66
C -0.92 -3.22 -0.95
H -2.89 3.95 -7.01
H 0.51 -0.32 6.43
H -3.14 2.55 -4.98
H 0.13 -2.81 -4.89
H 2.42 -0.56 1.33
H -3.45 1.65 2.25
H -3.21 -6.82 3.04
H 1.56 2.95 -3.05
H 4.07 -2.29 7.76
H -3.97 -1.84 -0.41
H 3.89 -3.88 5.88
H -1.65 -0.59 6.27
H -1.75 -2.47 -6.55
H -0.02 -4.73 4.99
H 3.08 1.49 0.45
H -3.03 -0.31 -6.35
H 2.37 -0.50 8.02
H -3.36 1.16 6.50
H -1.73 -0.08 2.00
H 1.33 -2.51 2.01
H -3.89 -4.72 1.91
H -2.64 -2.64 2.29
H 1.80 -2.88 -1.36
H -2.59 0.19 -0.60
H -1.72 5.76 -8.10
H 4.40 5.33 -0.93
H -2.83 -4.10 -0.61
H -0.39 -4.17 -1.03
H 0.44 5.96 -5.19
H 4.55 3.46 0.74
H 2.21 -0.23 3.07
H 0.01 -1.56 1.38
H 5.53 -0.39 -1.53
H 5.58 0.27 -3.11
H 0.15 4.59 -3.18
H -4.27 2.29 4.50
H -0.41 6.56 -7.38
H 2.03 -3.71 4.28
H -1.26 -6.81 4.57
```

Output
E ... -170658.86760 eV
Charge ... -1
Multiplicity ... 3
Frontier orbital gap (spin up / spin down) ... 0.193 / 0.241 Ha

***

No. 4
This record from OMol25 describes C44H39HfN6O11 as an isolated structure in a non-equilibrium geometry. The level of theory is ωB97M-V/def2-TZVPD.

Geometry as XYZ:
```
101
Properties=species:S:1:pos:R:3
Hf -0.49 1.12 0.96
O -4.60 -0.45 3.00
O 0.55 2.46 -0.45
O 2.85 0.80 -2.23
O 1.04 7.10 -4.51
O 3.25 -3.06 2.37
O -2.42 -0.93 2.94
O -1.00 7.38 -3.91
O 1.37 -4.09 -0.09
O 0.48 2.73 2.29
O 0.01 4.78 3.11
O -1.88 3.15 0.52
N 0.85 -0.13 -0.69
N -1.94 0.12 0.33
N 2.12 -1.58 0.63
N -1.90 1.83 2.95
N 0.05 6.77 -3.87
N 1.97 -1.96 -1.62
C -2.48 3.88 4.03
C 0.44 3.49 -1.17
C -0.77 4.25 -1.26
C 3.94 1.22 -3.02
C -5.03 -2.31 -1.18
C 0.08 1.20 -4.62
C 1.55 3.95 -1.95
C -3.70 3.35 4.40
C 4.04 -3.06 -2.28
C -5.26 -0.97 -0.91
C -1.41 -2.63 -0.05
C -2.97 -0.64 -0.14
C 2.54 -4.17 -0.76
C 1.19 -1.04 4.65
C 3.42 -5.24 -0.69
C -1.86 4.00 -0.35
C -2.75 -2.03 -0.38
C 0.55 -0.27 3.70
C 4.59 -5.23 -1.44
C 2.12 -2.00 4.25
C 2.37 -2.13 2.90
C 4.90 -4.15 -2.25
C 3.89 -3.93 3.26
C 1.37 1.25 -4.10
C -4.63 1.30 -0.09
C 1.15 -4.97 0.99
C -3.29 -0.14 3.06
C -0.88 5.32 -2.15
C 0.19 5.67 -2.93
C -3.07 1.31 3.35
C 0.58 0.27 -2.02
C 1.61 -1.17 -0.54
C -0.70 0.22 -2.57
C 0.77 -0.37 2.32
C -4.28 -0.13 -0.40
C 1.62 0.79 -2.81
C 2.86 -3.05 -1.55
C -1.61 3.08 3.30
C -0.24 3.61 2.85
C -4.00 2.04 4.06
C 1.72 -1.32 1.96
C -0.95 0.68 -3.86
C 1.42 5.00 -2.81
C -3.76 -2.82 -0.90
H -4.62 -1.38 2.71
H -6.25 -0.55 -1.11
H -3.76 1.87 0.18
H 3.19 -6.09 -0.06
H 5.26 -6.08 -1.39
H -2.74 4.65 -0.46
H 2.77 -2.35 0.56
H -4.41 3.95 4.96
H 3.83 2.26 -3.35
H -1.03 -2.20 0.88
H -5.81 -2.94 -1.58
H 4.82 1.14 -2.39
H -3.56 -3.88 -1.07
H -0.18 0.45 4.06
H 0.23 -4.64 1.47
H 1.02 -6.00 0.65
H -0.11 1.57 -5.62
H -1.81 5.88 -2.21
H 1.98 -4.92 1.71
H 2.62 -2.62 4.98
H 1.89 -1.51 -2.52
H -5.35 1.35 0.74
H -1.50 -0.18 -1.96
H 4.27 -2.19 -2.88
H 4.07 0.59 -3.91
H 2.48 3.43 -1.83
H -5.11 1.78 -0.96
H -4.94 1.58 4.33
H -0.66 -2.42 -0.82
H 0.98 -0.91 5.70
H -1.96 0.64 -4.25
H 4.50 -4.60 2.66
H 3.17 -4.52 3.84
H 4.53 -3.39 3.96
H 2.17 1.66 -4.70
H -2.16 4.88 4.27
H 5.81 -4.14 -2.83
H -1.50 -3.71 0.05
H 2.25 5.33 -3.41
```

Output
E ... -79034.88148 eV
Charge ... -1
Frontier orbital gap ... 0.229 Ha